{
  "formula": "C3H6N2O",
  "method": "ωB97M-V/def2-TZVPD",
  "homo_ev": -9.864,
  "molar_mass_g_mol": 86.094,
  "total_charge": 0,
  "smiles": "CN1C(=O)N1C",
  "lumo_energy_ev": 0.90,
  "e_above_lowest_kcal_mol": 91.6,
  "max_force_ev_per_a": 2.66,
  "e_tot_ev": -8232.725,
  "orbital_gap_ev": 10.766,
  "elements": ["C", "N", "C", "O", "N", "C", "H", "H", "H", "H", "H", "H"],
  "positions_angstrom": [[-0.333978, 1.822260, 0.149588], [0.180929, 0.595798, -0.506266], [1.342758, -0.014572, -0.156032], [2.512530, 0.140498, -0.004242], [0.261255, -0.639273, 0.320218], [-0.460689, -1.836518, -0.108265], [0.405211, 2.708492, 0.040917], [-1.274017, 2.165054, -0.329036], [-0.657224, 1.603758, 1.282585], [0.073363, -2.560328, 0.494963], [-1.580653, -1.744288, 0.023047], [-0.469488, -2.240886, -1.207474]],
  "forces_ev_per_angstrom": [[-0.237, 0.746, 1.594], [-0.909, 1.482, -0.890], [1.447, 1.198, 0.847], [0.070, -0.373, -0.632], [-2.064, -1.228, 0.217], [-0.708, -0.699, -1.733], [-0.995, -1.714, 0.438], [0.603, -0.461, -0.006], [1.208, 0.442, -2.331], [-0.795, -0.747, 0.184], [1.442, 0.007, 0.831], [0.939, 1.345, 1.481]],
  "lowdin_charge": [-0.072, -0.008, -0.541, 0.140, -0.003, -0.075, 0.105, 0.059, 0.124, 0.074, 0.091, 0.107]
}

=====

{
  "formula": "C4H12Si2",
  "method": "ωB97M-V/def2-TZVPD",
  "homo_ev": -9.238,
  "molar_mass_g_mol": 116.312,
  "total_charge": 0,
  "smiles": "CC(C)=C[SiH2][SiH3]",
  "lumo_energy_ev": 0.97,
  "e_above_lowest_kcal_mol": 5.6,
  "max_force_ev_per_a": 0.87,
  "e_tot_ev": -20096.586,
  "orbital_gap_ev": 10.205,
  "elements": ["C", "C", "C", "C", "Si", "Si", "H", "H", "H", "H", "H", "H", "H", "H", "H", "H", "H", "H"],
  "positions_angstrom": [[0.476401, 1.344259, 2.239169], [0.107917, 0.376525, 1.151745], [-1.362937, 0.118368, 1.039811], [1.018856, -0.193220, 0.366912], [0.728165, -1.398761, -1.046571], [-0.186844, -0.376798, -2.908483], [0.026972, 2.317932, 2.043025], [0.099279, 0.996159, 3.200317], [1.553932, 1.468085, 2.311740], [-1.733497, -0.328236, 1.962582], [-1.592414, -0.548323, 0.214498], [-1.897668, 1.056465, 0.892255], [2.054540, 0.075511, 0.543873], [-0.099292, -2.522034, -0.571755], [2.044529, -1.989239, -1.340471], [0.668677, 0.675290, -3.465530], [-0.425310, -1.330023, -3.996593], [-1.481307, 0.258039, -2.636525]],
  "forces_ev_per_angstrom": [[0.135, -0.091, -0.090], [-0.114, 0.135, 0.158], [0.125, -0.029, -0.077], [0.066, -0.176, -0.445], [0.224, 0.164, 0.825], [-0.126, 0.042, -0.284], [-0.057, 0.081, 0.032], [-0.050, 0.015, 0.105], [0.056, 0.029, 0.025], [-0.084, -0.031, 0.057], [-0.135, -0.084, -0.079], [-0.093, 0.048, -0.011], [0.124, 0.046, 0.033], [-0.262, -0.106, -0.098], [0.150, -0.014, -0.240], [0.293, 0.184, 0.026], [-0.007, -0.290, -0.171], [-0.244, 0.077, 0.234]],
  "lowdin_charge": [-0.070, -0.444, -0.079, -0.271, 0.453, 0.452, 0.082, 0.081, 0.073, 0.087, 0.040, 0.087, 0.051, -0.073, -0.081, -0.127, -0.135, -0.126]
}

=====

{
  "formula": "C30H29N12ORuS",
  "method": "ωB97M-V/def2-TZVPD",
  "homo_ev": [-12.047, -12.046],
  "molar_mass_g_mol": 706.782,
  "spin_multiplicity": 2,
  "total_charge": 2,
  "lumo_energy_ev": [-6.35, -9.34],
  "max_force_ev_per_a": 0.76,
  "e_tot_ev": -64912.719,
  "orbital_gap_ev": [5.693, 2.704],
  "elements": ["Ru", "C", "C", "N", "C", "S", "N", "N", "C", "C", "C", "C", "C", "C", "C", "N", "H", "H", "H", "H", "H", "H", "H", "H", "H", "H", "H", "H", "H", "C", "N", "C", "N", "C", "N", "C", "C", "C", "C", "C", "C", "C", "N", "N", "C", "O", "C", "C", "C", "C", "C", "C", "N", "C", "N", "C", "N", "C", "H", "H", "H", "H", "H", "H", "H", "H", "H", "H", "H", "H", "H", "H", "H", "H"],
  "positions_angstrom": [[-0.117066, 0.642303, 2.272855], [-2.099086, -2.539038, 6.948617], [-1.721927, -1.078446, 7.141139], [-2.078502, -0.250006, 5.988015], [-1.364772, -0.179714, 4.871538], [-2.025175, 0.790028, 3.554232], [-0.222083, -0.848168, 4.817601], [0.484556, -0.620892, 3.689566], [1.620096, -1.235235, 3.535752], [2.122694, -2.264854, 4.492031], [2.397655, -0.807839, 2.369605], [3.688451, -1.267562, 2.127076], [4.358492, -0.864605, 0.985302], [3.713674, -0.024528, 0.090233], [2.438318, 0.409052, 0.400796], [1.796574, 0.064908, 1.519035], [-1.794602, -3.119882, 7.819100], [-1.601791, -2.949543, 6.070135], [-3.176444, -2.653201, 6.826395], [-0.651625, -0.971311, 7.305657], [-2.236249, -0.654499, 8.002117], [-2.978772, 0.201318, 5.977685], [1.291586, -2.662468, 5.066246], [2.841077, -1.841208, 5.198679], [2.617209, -3.075869, 3.957420], [4.157092, -1.941481, 2.829162], [5.363847, -1.212685, 0.790628], [4.188878, 0.298862, -0.824972], [1.896231, 1.064796, -0.269820], [-1.019736, -3.616051, -1.132101], [-1.194307, -2.452049, -0.284954], [-0.282056, -1.789354, 0.427885], [-0.865466, -0.752679, 1.009150], [-2.168803, -0.832823, 0.598898], [-2.394437, -1.847111, -0.193321], [-0.957673, -3.284396, -2.606388], [-1.211712, -4.311154, -3.527240], [-1.164651, -4.090636, -4.897376], [-0.885523, -2.828771, -5.377100], [-0.643191, -1.788122, -4.461435], [-0.670825, -2.024010, -3.072861], [-0.406783, -0.490908, -4.977288], [-0.396904, -0.124186, -6.265639], [-0.176829, 1.171005, -6.306683], [-0.051163, 1.598621, -5.044000], [-0.181573, 0.571495, -4.176198], [0.155599, 2.928109, -4.605557], [0.286041, 3.942940, -5.572236], [0.431845, 5.247674, -5.153342], [0.440740, 5.541760, -3.794649], [0.329442, 4.536231, -2.825025], [0.378470, 4.919780, -1.363547], [-0.207925, 3.908207, -0.503912], [0.382189, 3.141049, 0.414147], [-0.520224, 2.350796, 0.972989], [-1.674241, 2.680617, 0.321178], [-1.521935, 3.617412, -0.578655], [0.189869, 3.230445, -3.231215], [-1.860040, -4.283094, -0.945349], [-0.112360, -4.124805, -0.804012], [0.745727, -2.093773, 0.532300], [-2.936363, -0.155036, 0.927195], [-1.453810, -5.301853, -3.159675], [-1.361435, -4.902157, -5.583439], [-0.865449, -2.620925, -6.438083], [-0.493481, -1.204453, -2.387880], [0.253076, 3.688249, -6.622702], [0.524198, 6.043834, -5.878439], [0.533635, 6.574459, -3.478630], [-0.150742, 5.858288, -1.202836], [1.409499, 5.057724, -1.034733], [1.423909, 3.216234, 0.681978], [-2.633369, 2.251542, 0.557787], [0.070432, 2.433639, -2.508830]],
  "forces_ev_per_angstrom": [[0.247, 0.543, -0.190], [0.003, 0.002, 0.016], [-0.022, 0.036, -0.039], [-0.081, -0.116, 0.043], [0.044, -0.149, -0.295], [0.030, 0.316, 0.314], [-0.074, -0.078, 0.223], [-0.261, -0.420, -0.302], [0.036, 0.148, 0.231], [0.093, 0.089, 0.039], [-0.071, -0.073, -0.144], [0.016, -0.088, -0.062], [-0.020, -0.027, 0.022], [-0.012, -0.002, -0.035], [0.003, 0.064, 0.047], [0.182, 0.101, 0.169], [-0.005, 0.000, 0.000], [0.003, 0.002, 0.002], [0.004, 0.001, -0.007], [0.009, -0.005, -0.006], [0.004, 0.001, 0.008], [0.022, 0.039, 0.013], [-0.002, -0.005, -0.003], [-0.003, 0.008, -0.008], [-0.007, -0.011, 0.014], [0.007, 0.020, 0.007], [0.002, 0.007, 0.008], [0.000, -0.002, 0.005], [0.013, 0.016, 0.008], [-0.053, 0.032, 0.087], [0.066, 0.017, -0.111], [-0.027, -0.087, 0.133], [-0.088, 0.065, 0.051], [0.064, -0.078, 0.037], [-0.019, 0.004, -0.069], [-0.003, 0.026, 0.043], [0.049, -0.006, -0.040], [-0.005, -0.009, -0.009], [-0.030, -0.036, -0.056], [0.026, 0.101, -0.040], [-0.042, -0.005, 0.050], [-0.022, -0.103, 0.176], [0.035, 0.165, -0.117], [0.000, -0.172, -0.106], [0.008, 0.104, 0.159], [-0.038, 0.007, -0.034], [-0.008, -0.099, -0.010], [-0.032, 0.031, -0.055], [0.000, 0.021, -0.009], [0.039, -0.017, -0.041], [0.028, -0.046, 0.039], [-0.048, -0.031, 0.041], [0.064, 0.005, -0.003], [-0.071, 0.186, 0.175], [-0.020, -0.595, -0.476], [-0.001, 0.093, 0.205], [-0.032, 0.043, -0.021], [-0.029, 0.030, 0.037], [0.003, -0.005, 0.039], [0.021, -0.012, -0.057], [-0.001, 0.018, -0.022], [-0.001, -0.014, 0.009], [-0.003, 0.005, -0.004], [-0.004, 0.002, 0.002], [0.013, -0.009, 0.003], [-0.010, -0.005, -0.002], [0.010, 0.003, 0.005], [-0.003, -0.002, 0.004], [-0.003, -0.004, -0.002], [-0.018, -0.007, 0.008], [0.009, 0.031, -0.031], [0.006, -0.041, -0.027], [0.013, -0.033, -0.039], [-0.003, 0.010, -0.001]],
  "lowdin_spin": [0.000, 0.000, 0.000, 0.000, 0.000, 0.000, 0.000, 0.000, 0.000, 0.000, 0.000, 0.000, 0.000, 0.000, 0.000, 0.000, 0.000, 0.000, 0.000, 0.000, 0.000, 0.000, 0.000, 0.000, 0.000, 0.000, 0.000, 0.000, 0.000, -0.001, 0.000, 0.000, 0.000, 0.000, 0.000, 0.007, 0.098, -0.004, 0.073, 0.043, 0.047, 0.103, 0.139, 0.138, 0.104, -0.019, 0.043, 0.071, -0.004, 0.098, 0.007, -0.002, 0.000, 0.000, 0.000, 0.000, 0.000, 0.049, 0.000, 0.000, 0.000, 0.000, 0.004, -0.002, 0.002, 0.002, 0.002, -0.002, 0.004, 0.000, 0.000, 0.000, 0.000, 0.002]
}

=====

{
  "formula": "C2H5FSi",
  "method": "ωB97M-V/def2-TZVPD",
  "homo_ev": -10.215,
  "molar_mass_g_mol": 76.146,
  "total_charge": 0,
  "lumo_energy_ev": -0.42,
  "e_above_lowest_kcal_mol": 123.1,
  "max_force_ev_per_a": 4.91,
  "e_tot_ev": -12745.110,
  "orbital_gap_ev": 9.797,
  "elements": ["C", "C", "F", "Si", "H", "H", "H", "H", "H"],
  "positions_angstrom": [[2.059129, -0.353660, 0.228796], [0.958113, 0.146857, -0.191073], [3.293993, 0.040576, -0.042147], [-0.839997, -0.089451, -0.008257], [2.234866, -1.247227, 0.847435], [1.028627, 1.860626, -0.857541], [-1.417792, -1.320622, -0.008959], [-1.280899, 0.727635, -1.082781], [-1.464496, 0.589590, 1.331343]],
  "forces_ev_per_angstrom": [[2.162, -2.020, 1.064], [-1.284, 4.530, -1.406], [0.683, 1.206, -0.454], [-0.173, 3.341, 2.224], [-1.072, 0.050, -0.259], [0.203, -4.023, 1.358], [-0.725, -2.739, -0.182], [-0.795, 0.360, -0.895], [1.001, -0.705, -1.451]],
  "lowdin_charge": [-0.336, -0.295, 0.014, 0.546, 0.125, 0.230, -0.134, -0.107, -0.043]
}

=====

{
  "formula": "C9H10O2P",
  "method": "ωB97M-V/def2-TZVPD",
  "homo_ev": -3.360,
  "molar_mass_g_mol": 181.151,
  "total_charge": -1,
  "smiles": "Cc1cp(C2=C([O-])O2)c(C)c1C",
  "lumo_energy_ev": 3.27,
  "e_above_lowest_kcal_mol": 121.0,
  "max_force_ev_per_a": 4.82,
  "e_tot_ev": -22873.994,
  "orbital_gap_ev": 6.631,
  "elements": ["C", "C", "C", "P", "C", "C", "O", "O", "C", "C", "C", "C", "H", "H", "H", "H", "H", "H", "H", "H", "H", "H"],
  "positions_angstrom": [[1.187365, -1.356039, -2.125367], [0.141723, -1.168150, -1.164738], [-1.130000, -0.950280, -1.074859], [-1.705428, 0.465749, -0.019352], [-2.856009, -0.423015, 1.185232], [-3.388600, 0.149880, 2.419396], [-3.150557, 0.310795, 3.644524], [-4.174669, 0.654605, 1.401888], [0.084213, 0.687892, 0.269566], [0.409691, 2.061734, 0.716909], [0.864099, -0.236955, -0.241909], [2.192010, -0.434988, 0.210183], [1.945502, -0.562613, -2.091665], [0.841881, -1.248072, -3.126789], [1.678558, -2.397325, -2.111210], [-1.926985, -1.312490, -1.759066], [0.131150, 1.999940, 1.850846], [-0.263571, 2.692507, 0.216340], [1.414824, 2.367102, 0.573194], [2.215491, 0.100225, 1.229645], [2.919557, 0.058754, -0.404201], [2.569756, -1.459257, 0.401431]],
  "forces_ev_per_angstrom": [[1.727, -3.263, -3.104], [2.337, 2.494, 2.250], [-4.619, -0.320, -1.200], [-0.366, -2.188, -0.537], [-0.251, 1.051, 0.303], [1.925, 1.156, -0.500], [-1.653, -0.347, -3.369], [0.988, -1.002, 2.682], [-1.225, 1.678, 0.246], [-0.349, -1.795, 3.787], [-2.879, -1.026, 0.994], [2.922, 0.896, 2.898], [-0.037, -0.583, 0.257], [-0.641, -0.265, -1.108], [-0.314, 1.489, 0.124], [0.782, -0.205, 0.354], [0.616, 1.012, -1.619], [-0.743, 1.221, -0.414], [1.049, 0.287, 0.010], [0.513, -0.849, -1.341], [0.855, 0.243, -0.371], [-0.635, 0.317, -0.339]],
  "lowdin_charge": [-0.098, -0.341, -0.258, 1.006, -0.205, -0.642, -0.049, -0.149, -0.447, -0.128, -0.387, -0.092, 0.079, 0.064, 0.111, 0.065, 0.120, 0.027, 0.050, 0.113, 0.064, 0.099]
}

=====

{
  "formula": "C6H6O",
  "method": "ωB97M-V/def2-TZVPD",
  "homo_ev": -9.243,
  "molar_mass_g_mol": 94.113,
  "total_charge": 0,
  "lumo_energy_ev": 1.05,
  "e_above_lowest_kcal_mol": 90.6,
  "max_force_ev_per_a": 0.44,
  "e_tot_ev": -8362.576,
  "orbital_gap_ev": 10.289,
  "elements": ["C", "C", "C", "C", "C", "O", "C", "H", "H", "H", "H", "H", "H"],
  "positions_angstrom": [[-2.431949, -0.025773, -1.290065], [-1.357735, 0.041570, -0.747210], [-0.080770, 0.130570, -0.100868], [1.225060, -0.334535, -0.720090], [0.778685, -0.922556, 0.568188], [1.106941, -0.082622, 1.661408], [0.242701, 0.951904, 1.145434], [-3.388850, -0.101893, -1.758655], [2.085558, 0.332198, -0.742409], [1.096970, -0.966013, -1.594515], [0.594368, -1.974734, 0.761189], [-0.625135, 1.097703, 1.796721], [0.771631, 1.900340, 1.003662]],
  "forces_ev_per_angstrom": [[0.374, -0.004, 0.224], [-0.339, -0.028, -0.184], [-0.146, 0.072, -0.048], [0.081, 0.012, -0.109], [-0.016, -0.395, -0.065], [0.064, -0.021, 0.098], [-0.133, 0.347, -0.012], [0.196, 0.035, 0.079], [-0.160, -0.083, 0.067], [-0.013, 0.083, 0.136], [0.041, 0.162, -0.062], [0.116, -0.079, -0.090], [-0.064, -0.101, -0.036]],
  "lowdin_charge": [0.122, -0.067, -0.341, -0.009, -0.219, -0.062, -0.097, 0.024, 0.120, 0.119, 0.155, 0.130, 0.125]
}